[1]
The following is a DFT calculation (wB97M-V/def2-TZVPD) of a cluster of 10 separate species, C26H75N3O17 in total at a distorted geometry.

Output
- Highest occupied orbital energy: -8.93 eV
- SMILES string: COC[C@H](C)N.COC[C@H](C)N.COC[C@H](C)N.OCCO.OCCO.OCCO.OCCO.OCCO.OCCO.OCCO
- Calculated total energy: -67451.0727 eV
- Multiplicity: 1
- Energy relative to the best compared isomer or geometry (same formula, charge and spin): 0.0 kcal per mole
- M: 701.9 u
- Strongest force on any atom: 2.62 eV/A

Each line ends with the Löwdin charge.
Cartesian coordinates (Å):
C -2.69564 3.33415 4.43259  -0.25
C -4.18358 3.17673 4.28278  -0.25
O -4.56142 3.63097 2.99756  -0.07
O -2.33174 4.69576 4.55802  -0.05
H -2.18531 2.89848 3.57649  0.10
H -2.38289 2.80365 5.34283  0.12
H -4.66908 3.80022 5.04122  0.12
H -4.53453 2.14987 4.41884  0.12
H -5.24341 4.30116 3.04745  0.09
H -2.40803 4.96156 5.47670  0.08
C -2.99855 -0.05057 -4.37491  -0.21
C -3.26518 -1.50329 -4.05946  -0.21
O -3.16675 -2.29502 -5.27426  -0.07
O -1.71870 0.13865 -4.97471  -0.07
H -2.85519 0.36219 -3.37000  0.12
H -3.84266 0.49245 -4.79543  0.13
H -4.28269 -1.56806 -3.65522  0.13
H -2.54474 -1.82887 -3.30982  0.10
H -3.39339 -3.20301 -5.05129  0.08
H -1.75838 -0.10548 -5.90650  0.11
C 0.54130 4.42165 -4.28246  -0.26
C -0.00445 3.18728 -4.94603  -0.23
O -0.37763 2.29126 -3.89735  -0.11
O 1.55556 4.09818 -3.35924  -0.05
H -0.27832 4.92397 -3.73981  0.11
H 0.87353 5.14672 -5.02548  0.12
H 0.78945 2.75252 -5.57035  0.13
H -0.88007 3.39746 -5.56841  0.12
H -0.77923 1.49534 -4.30834  0.05
H 1.22690 3.30651 -2.90900  0.07
C 0.59318 -4.60787 -1.33770  -0.20
C -0.42408 -3.68262 -0.73481  -0.23
O -1.62355 -3.67305 -1.49895  -0.07
O 0.91976 -4.20399 -2.68235  -0.07
H 0.23559 -5.64083 -1.35037  0.13
H 1.52483 -4.56036 -0.77351  0.12
H -0.04339 -2.66400 -0.63869  0.11
H -0.70644 -4.02034 0.26360  0.11
H -1.40386 -3.14075 -2.27548  0.06
H 0.11332 -4.26517 -3.20440  0.09
C 2.78413 -4.80456 4.04648  -0.25
C 2.26158 -3.75937 3.12724  -0.25
O 1.33054 -4.31224 2.19339  -0.07
O 3.34325 -5.84180 3.24497  -0.06
H 1.96960 -5.20510 4.66088  0.13
H 3.53310 -4.36858 4.72024  0.12
H 3.02388 -3.25452 2.51884  0.13
H 1.81263 -2.96261 3.72755  0.11
H 1.68911 -5.18380 1.97580  0.08
H 3.74735 -6.49064 3.82698  0.09
C 3.04552 -1.69621 -2.69546  -0.27
C 4.15149 -0.71336 -2.91378  -0.27
O 5.08219 -0.61221 -1.85597  -0.08
O 3.54699 -3.01495 -2.72120  -0.06
H 2.32713 -1.56587 -3.52329  0.12
H 2.51956 -1.51464 -1.74921  0.11
H 3.71690 0.27425 -3.14379  0.12
H 4.71213 -0.94523 -3.82614  0.12
H 4.72749 0.02731 -1.21291  0.02
H 2.84937 -3.58392 -2.38011  0.04
C -3.85833 3.58341 -0.75288  -0.25
C -2.78986 4.25476 -1.57367  -0.24
O -1.50716 3.64070 -1.46070  -0.08
O -4.15433 2.29443 -1.29586  -0.08
H -4.76557 4.20307 -0.75709  0.12
H -3.53987 3.50739 0.29310  0.11
H -2.61283 5.27829 -1.24461  0.12
H -3.14063 4.28943 -2.61518  0.13
H -1.49814 2.91444 -2.10369  0.04
H -4.44167 1.70608 -0.58988  0.08
C 4.38655 3.52595 1.37247  -0.05
C 4.61339 2.66000 0.13551  -0.42
C 6.04790 2.54397 -0.26262  -0.24
O 6.56353 3.82663 -0.45945  -0.18
C 7.78167 3.82634 -1.15602  -0.11
N 4.06379 1.29600 0.27305  0.06
H 5.03814 4.40605 1.33585  0.07
H 4.65121 3.00680 2.29855  0.08
H 3.35893 3.88340 1.42089  0.08
H 4.08278 3.13090 -0.69645  0.15
H 6.04772 1.98402 -1.20966  0.12
H 6.62578 1.97476 0.48225  0.14
H 8.01165 4.84611 -1.45061  0.09
H 7.73983 3.20240 -2.06166  0.09
H 8.59925 3.42272 -0.53865  0.09
H 4.31926 0.92973 1.18711  0.08
H 3.04937 1.34134 0.29970  0.05
C 0.18162 0.32144 -0.68883  -0.02
C -0.55613 0.36804 0.61173  -0.42
C -0.00093 1.32459 1.67259  -0.19
O 1.37595 1.16758 1.95229  -0.18
C 1.55157 0.12447 2.85874  -0.12
N -2.00227 0.61921 0.45272  0.06
H 0.02719 -0.60920 -1.24502  0.07
H 1.25604 0.45660 -0.57118  0.07
H -0.19805 1.07556 -1.38328  0.07
H -0.50094 -0.61539 1.10863  0.10
H -0.59232 1.08043 2.56468  0.11
H -0.15610 2.35674 1.34415  0.14
H 1.16030 -0.85984 2.59195  0.08
H 1.33612 0.43330 3.89001  0.10
H 2.63924 -0.05415 2.92914  0.09
H -2.15699 1.25587 -0.33113  0.05
H -2.41767 1.15675 1.21386  0.07
C -2.31156 -2.18910 2.72666  -0.05
C -3.10373 -3.00469 1.73996  -0.43
C -4.36034 -3.61652 2.32488  -0.22
O -4.00240 -4.63313 3.24326  -0.19
C -4.91204 -4.84272 4.29397  -0.12
N -3.51703 -2.21556 0.55057  0.05
H -1.24343 -2.39490 2.62522  0.07
H -2.53812 -2.49693 3.75507  0.08
H -2.53684 -1.12416 2.66132  0.07
H -2.51223 -3.87614 1.42935  0.12
H -4.94620 -4.07636 1.51613  0.12
H -4.99486 -2.84353 2.78199  0.12
H -5.46734 -3.93629 4.55070  0.08
H -4.32557 -5.15448 5.15836  0.08
H -5.61859 -5.63659 4.02827  0.08
H -3.35410 -2.84106 -0.23225  0.04
H -2.87907 -1.42435 0.42143  0.02

=====

[2]
The following is a DFT calculation (wB97M-V/def2-TZVPD) of a cluster of 13 separate species, C26H75NO24 in total at a distorted geometry.

Output
- Highest occupied orbital energy: -9.27 eV
- Calculated total energy: -78800.8475 eV
- Multiplicity: 1
- M: 785.9 u
- Strongest force on any atom: 2.80 eV/A

Each line ends with the Löwdin charge.
Cartesian coordinates (Å):
C 0.45913 -4.72359 -0.36733  -0.04
C -0.78842 -5.16409 -1.06426  -0.27
N -1.69828 -5.53913 -1.63818  0.14
H 0.33999 -3.90319 0.34039  0.05
H 1.25682 -4.45302 -1.05912  0.07
H 0.74077 -5.60297 0.21186  0.08
C 1.94477 2.06771 -2.80263  -0.23
C 1.61375 1.63339 -4.27474  -0.20
O 2.80413 1.27319 -5.00332  -0.07
O 2.88615 3.09533 -2.70072  -0.08
H 2.46982 1.24574 -2.31602  0.10
H 1.07464 2.28661 -2.18371  0.11
H 0.93219 2.29635 -4.80772  0.11
H 0.99737 0.73447 -4.26317  0.09
H 3.52020 1.90959 -5.06541  0.08
H 2.68394 3.69685 -1.98038  0.02
C 3.52954 -1.88254 -0.91021  -0.16
C 4.91315 -2.45324 -1.12929  -0.26
O 5.61873 -2.08300 -2.28326  -0.05
O 2.69631 -2.42729 -2.00806  -0.10
H 3.56795 -0.79323 -0.91629  0.10
H 3.06170 -2.15709 0.03522  0.11
H 5.00018 -3.52821 -0.97134  0.13
H 5.57153 -1.99219 -0.39304  0.11
H 5.88888 -1.16720 -2.18360  0.07
H 2.99540 -2.04935 -2.83831  0.09
C 0.65709 4.32063 0.64680  -0.24
C 1.94427 5.15807 0.45589  -0.19
O 2.76199 4.80410 -0.65386  -0.07
O 0.90163 3.02858 1.03694  -0.08
H 0.20631 4.14797 -0.33048  0.12
H 0.02624 4.90936 1.31278  0.12
H 2.62411 4.98042 1.28918  0.12
H 1.74583 6.22687 0.53581  0.12
H 3.47513 5.44359 -0.58998  0.11
H 0.25584 2.44415 0.63322  0.03
C 0.51624 1.35799 4.53810  -0.17
C 1.60690 2.49671 4.80489  -0.20
O 1.14884 3.77245 4.34832  -0.07
O 0.60914 0.94583 3.15299  -0.09
H -0.50090 1.60743 4.84026  0.11
H 0.82592 0.50315 5.13930  0.10
H 2.57166 2.24441 4.36478  0.11
H 1.65800 2.50442 5.89366  0.11
H 0.87508 3.53466 3.45944  0.04
H -0.25304 0.97549 2.73185  0.05
C -2.35681 1.09768 -5.37692  -0.22
C -2.24580 1.31547 -3.83227  -0.22
O -3.52105 1.40625 -3.18617  -0.09
O -2.80178 2.30979 -6.00106  -0.06
H -3.11188 0.34004 -5.58661  0.11
H -1.39752 0.68786 -5.69301  0.10
H -1.72271 2.24117 -3.59236  0.11
H -1.64683 0.59103 -3.28042  0.10
H -3.48416 1.56753 -2.24053  0.02
H -3.44874 2.00185 -6.63998  0.08
C -0.26146 -4.08630 -4.59303  -0.23
C -0.49915 -2.57525 -4.69449  -0.19
O -1.68582 -2.24299 -5.52216  -0.09
O 0.44068 -4.61006 -5.74543  -0.06
H -1.20133 -4.60980 -4.41789  0.11
H 0.30314 -4.21830 -3.67005  0.09
H 0.36184 -2.13092 -5.19387  0.12
H -0.56936 -2.12143 -3.70595  0.10
H -2.50846 -2.34666 -5.03832  0.07
H 0.48578 -3.89796 -6.38768  0.07
C -3.82086 3.05472 1.69960  -0.21
C -4.27782 2.26993 0.43342  -0.15
O -3.44241 2.55529 -0.69565  -0.08
O -2.57408 2.61337 2.14826  -0.07
H -4.56516 2.91998 2.48442  0.12
H -3.77576 4.11939 1.47037  0.13
H -5.31839 2.53050 0.23998  0.13
H -4.24458 1.21414 0.70232  0.12
H -3.49061 3.49584 -0.88180  0.13
H -2.33617 3.14119 2.91403  0.12
C -2.80923 -3.48883 1.71994  -0.20
C -4.07956 -3.43519 0.82337  -0.19
O -4.92647 -2.35530 1.15466  -0.08
O -2.13510 -2.25637 1.83683  -0.08
H -2.08087 -4.20463 1.33884  0.10
H -3.08445 -3.67733 2.75764  0.11
H -4.65496 -4.36091 0.83033  0.12
H -3.78985 -3.28974 -0.21730  0.12
H -5.53253 -2.14671 0.43997  0.11
H -2.68874 -1.61053 2.28177  0.03
C -4.67276 -1.13268 4.31064  -0.22
C -3.86532 0.19837 4.09994  -0.16
O -3.08038 0.10122 2.88890  -0.12
O -5.74758 -1.15256 3.38702  -0.07
H -5.14776 -1.06765 5.28954  0.11
H -4.10155 -2.05821 4.38271  0.11
H -3.07824 0.24723 4.85242  0.11
H -4.49563 1.08721 4.07208  0.11
H -2.75498 0.95688 2.59984  0.01
H -5.36474 -1.50719 2.58124  0.01
C 1.71046 -3.23344 4.01889  -0.28
C 1.42770 -2.50819 2.75331  -0.23
O 2.38055 -1.44949 2.49540  -0.07
O 1.60876 -2.35351 5.09393  -0.05
H 2.72104 -3.63769 3.96057  0.12
H 1.03549 -4.06822 4.20776  0.12
H 0.39788 -2.17113 2.63521  0.11
H 1.67201 -3.23248 1.97625  0.10
H 2.06470 -0.69704 3.00104  0.05
H 1.47523 -2.95613 5.82920  0.09
C 4.09887 1.93619 0.59262  -0.24
C 5.37136 1.16018 0.64105  -0.25
O 5.83132 0.88116 -0.65527  -0.05
O 3.65497 2.51342 1.83111  -0.07
H 3.28307 1.28357 0.28171  0.11
H 4.15308 2.79232 -0.07984  0.11
H 5.23889 0.30414 1.30268  0.13
H 6.01444 1.84954 1.18816  0.12
H 5.82725 1.71324 -1.13404  0.09
H 2.71761 2.30950 1.86817  0.03
C 0.26896 -0.47159 -0.38340  -0.20
C -0.95230 0.36046 -0.07425  -0.20
O -0.93291 1.74697 -0.34462  -0.08
O 0.45691 -0.72023 -1.77819  -0.07
H 0.15559 -1.40601 0.16623  0.10
H 1.13957 -0.02374 0.09574  0.11
H -1.22273 0.21622 0.97178  0.09
H -1.83328 -0.04646 -0.57063  0.13
H -1.84128 2.03999 -0.44756  0.03
H 1.14800 -1.33810 -2.02765  0.03